Here is a 4-piece molecular cluster, C10H18BrN5OP overall from the Open Molecules 2025 dataset. Energies are from the ωB97M-V functional and the def2-TZVPD basis.

Summary:
* F_max: 1.7 eV Å⁻¹
* gap between HOMO and LUMO: 8.24 eV
* charge: +1

Each line ends with the Löwdin charge.
Cartesian coordinates (Å):
N -1.72300 -0.46110 -1.66186  -0.1560
P -0.48624 0.22514 -0.70218  0.8884
O -0.78438 1.86349 -0.75111  -0.3022
C 1.07981 -0.11118 -1.68725  -0.4383
N 1.40476 0.75337 -2.83570  0.0879
C 2.14800 1.73743 -2.51016  -0.0220
C 2.41918 1.69784 -1.04256  -0.1635
C 2.29417 0.16346 -0.80480  -0.6139
Br 3.89070 -0.59383 -1.68429  0.7922
H -1.73891 -0.05166 -2.59399  0.0405
H -2.57274 -0.11931 -1.21253  -0.0265
H -0.54267 2.28872 -1.58511  0.0455
H 0.93393 -1.12216 -2.05300  0.1225
H 1.16518 0.64161 -3.81441  0.1912
H 2.51576 2.46698 -3.20131  0.1595
H 3.41605 1.98484 -0.74898  0.1144
H 1.73422 2.27508 -0.43092  0.1280
H 2.20093 -0.14904 0.21954  0.0886
C -4.99132 2.72803 -0.13369  -0.0547
C -4.84030 1.28772 -0.30379  -0.2663
N -4.72155 0.15970 -0.43260  0.1362
H -5.94359 2.94169 0.34619  0.0903
H -4.18361 3.11062 0.48637  0.0838
H -4.96355 3.21758 -1.10447  0.0859
C -2.18311 -1.34668 2.87264  -0.0558
C -0.72619 -1.33501 2.82086  -0.2850
N 0.40976 -1.29935 2.72800  0.1354
H -2.54697 -2.36401 2.74888  0.0896
H -2.51987 -0.96073 3.83212  0.0881
H -2.58451 -0.72510 2.07425  0.0638
C 3.36274 -3.08004 2.50024  -0.0783
C 4.48610 -3.29115 1.59359  -0.2959
N 5.36241 -3.45816 0.88321  0.1275
H 3.71215 -2.63624 3.42946  0.0860
H 2.64032 -2.41071 2.04070  0.0277
H 2.87634 -4.02787 2.71866  0.0856

=====

Here is an isolated ion of composition C10H18BrNP and charge -1 from the Open Molecules 2025 dataset. Energies are from the ωB97M-V functional and the def2-TZVPD basis.

Summary:
* F_max: 2.9 eV Å⁻¹
* gap between HOMO and LUMO: 7.30 eV
* charge: -1

Each line ends with the Löwdin charge.
Cartesian coordinates (Å):
N 2.68070 -1.17903 0.78293  -0.0475
C 2.92576 -0.78357 -0.62838  -0.3086
C 2.39880 0.65458 -1.01853  -0.2928
C 2.19128 1.63178 0.21520  -0.4344
P 0.47043 1.23280 1.02354  0.1522
Br 0.60029 3.09531 2.42124  0.0661
C -1.33165 0.80366 1.63812  -0.3888
C -1.99472 -0.04770 0.49944  -0.2975
C -1.89531 -1.50496 0.52612  -0.0691
C -2.48309 -2.26683 -0.57078  -0.1050
C -3.14189 -1.53338 -1.65305  -0.1303
C -3.24819 -0.07013 -1.67164  -0.1007
C -2.66233 0.69440 -0.57499  -0.0596
H 3.23441 -2.01817 0.99596  0.0534
H 1.71060 -1.51361 0.83539  0.0394
H 4.04501 -0.77049 -0.77310  0.0965
H 2.53691 -1.60572 -1.29193  0.0939
H 1.45285 0.54472 -1.62518  0.0855
H 3.15655 1.08304 -1.74386  0.0856
H 3.00593 1.54039 0.97655  0.0583
H 2.10382 2.67036 -0.21722  0.0493
H 1.07352 0.45734 2.07935  -0.0480
H 0.38848 0.03182 0.19709  -0.0240
H -0.14118 2.06538 0.00659  -0.0249
H -1.31677 0.20048 2.58446  0.0684
H -1.95622 1.72673 1.74721  0.0469
H -1.36321 -1.96324 1.38696  0.0978
H -2.42495 -3.37969 -0.62397  0.0822
H -3.59941 -2.08433 -2.51364  0.0770
H -3.72804 0.48549 -2.50916  0.0824
H -2.68840 1.80258 -0.50071  0.0961

=====

Here is one molecule with the formula C10H18ClNO2 from the Open Molecules 2025 dataset. Energies are from the ωB97M-V functional and the def2-TZVPD basis.

Summary:
* energy above the lowest of the compared OMol25 structures with the same formula, charge and spin: 16.2 kcal/mol
* F_max: 4.9 eV Å⁻¹
* SMILES: CC1(C)CCCC(C)(C)C1(Cl)[N+](=O)[O-]
* gap between HOMO and LUMO: 10.83 eV
* charge: 0

Each line ends with the Löwdin charge.
Cartesian coordinates (Å):
C 1.59076 -0.06475 -0.89688  -0.1282
C 0.76363 1.21745 -0.94616  -0.1848
C 0.65404 -1.28067 -1.04882  -0.1360
C -0.35746 1.27585 0.02203  -0.5492
C -0.41930 -1.30598 0.08500  -0.5385
C -1.19760 0.06982 0.00017  -0.5351
C 0.33844 1.61332 1.41112  -0.0103
C -1.23437 2.46653 -0.37390  -0.0646
C -1.25072 -2.44994 -0.29105  -0.0745
C 0.18196 -1.70755 1.42555  -0.0593
N -2.13916 0.00239 -1.11153  -0.4706
O -1.58605 0.04530 -2.13777  0.1063
O -3.33050 -0.13663 -1.00762  0.0645
Cl -2.34314 0.10513 1.44239  0.7788
H 2.31965 -0.18933 -1.68822  0.1144
H 2.06264 -0.11192 0.11990  0.1178
H 1.50786 1.94448 -0.69927  0.1150
H 0.37218 1.37314 -1.90024  0.1014
H 0.05619 -1.24442 -1.90256  0.0877
H 1.26405 -2.14944 -1.02452  0.1103
H 0.01265 2.65375 1.71528  0.1090
H 1.37245 1.60668 1.15908  0.0614
H 0.03370 0.90464 2.12998  0.0304
H -1.83982 2.88552 0.49789  0.0908
H -1.87154 2.25277 -1.36677  0.1287
H -0.59338 3.44487 -0.66944  0.1353
H -1.71987 -2.75700 0.74484  0.1204
H -0.52883 -3.18887 -0.62713  0.0857
H -2.01423 -2.35982 -1.18101  0.1363
H -0.62231 -1.91751 2.14838  0.0775
H 0.94361 -0.97742 1.69494  0.0678
H 0.88875 -2.56088 1.30157  0.1120

=====

Here is C10H18F3MgN3O17 as an isolated structure from the Open Molecules 2025 dataset. Energies are from the ωB97M-V functional and the def2-TZVPD basis.

Summary:
* F_max: 5.4 eV Å⁻¹
* gap between HOMO and LUMO: 3.53 eV
* charge: -2

Each line ends with the Löwdin charge.
Cartesian coordinates (Å):
Mg -6.29710 20.13360 -17.61810  1.4251
N -6.00187 17.00716 -20.65480  -0.6867
O -6.32487 17.79480 -19.75775  -0.1244
O -5.85643 17.44846 -21.79526  -0.0366
O -5.81100 15.84782 -20.39334  -0.0486
N -2.29542 19.78141 -19.40127  -0.6903
O -2.58101 19.86465 -20.60349  -0.0241
O -3.17756 19.86159 -18.56835  -0.0940
O -1.18517 19.40313 -19.10635  -0.0521
N -5.91617 23.39530 -20.76687  -0.6901
O -6.26951 24.57207 -20.61619  -0.0928
O -6.12088 22.55527 -19.90382  -0.1061
O -5.35991 23.03289 -21.79466  -0.0361
C -11.33160 20.01250 -17.40381  -0.4493
O -11.64812 18.74100 -17.96687  -0.0991
O -9.92081 20.07238 -17.41282  -0.2600
C -12.22105 21.21275 -17.80749  -0.5888
F -11.54046 22.41555 -17.64317  0.0792
F -12.66017 21.15498 -19.00140  0.2129
F -13.21673 21.35656 -16.90877  0.1038
C -12.96886 18.26970 -17.82138  -0.2870
C -13.02834 16.83813 -18.40142  -0.0841
H -12.49986 16.12739 -17.76609  0.0612
H -14.01056 16.36567 -18.39132  0.0594
H -12.51313 16.79489 -19.36100  0.0756
H -13.64234 18.94985 -18.34283  0.1051
H -13.32307 18.08248 -16.80767  0.1065
H -11.47530 19.74090 -16.35801  0.1253
C -6.98213 24.57463 -15.57556  -0.0248
O -5.62360 24.65034 -15.15277  0.0035
C -4.82193 23.62352 -15.41771  -0.5183
O -5.15503 22.45777 -15.77916  0.0397
O -3.60221 24.04465 -15.04048  -0.0021
C -2.56493 23.09991 -14.96265  -0.0485
H -7.45191 23.94596 -14.81912  0.0963
H -7.20236 24.19673 -16.57396  0.1090
H -7.39090 25.58297 -15.51023  0.0943
H -2.50552 22.46749 -15.84843  0.1054
H -2.59244 22.57582 -14.00730  0.0983
H -1.65320 23.69283 -15.03533  0.0933
C -3.57114 16.95313 -14.32909  -0.0377
O -4.65583 16.13326 -14.68952  0.0193
C -5.78850 16.65160 -15.07503  -0.5808
O -5.90694 17.77682 -15.53140  0.0940
O -6.71778 15.73836 -14.77389  0.0007
C -8.04728 15.81747 -15.12973  -0.0518
H -2.96780 16.40286 -13.60708  0.0954
H -3.87467 17.93594 -13.96844  0.0941
H -2.97979 17.22340 -15.20394  0.1053
H -8.47553 16.58521 -14.48530  0.1024
H -8.42952 14.81296 -14.94822  0.0968
H -8.23041 16.03542 -16.18190  0.1126